Entry 1:
C24H16Cl5NPSr | wB97M-V/def2-TZVPD

ORCA input file:
```
! wB97M-V def2-TZVPD RIJCOSX def2/J DEFGRID3
* xyz 1 1
Sr -0.88003 0.19504 -0.40114
Cl 1.64291 -2.27736 -0.10681
C 0.09155 -3.06237 -0.07207
C -1.01957 -2.24432 -0.11664
C -2.25038 -2.87064 -0.07592
Cl -3.65419 -1.84675 -0.11302
C -2.39537 -4.25409 -0.01502
Cl -3.95051 -4.98190 0.02694
C -1.24625 -5.04866 0.01727
Cl -1.38252 -6.75384 0.08600
C 0.01668 -4.45172 -0.00497
Cl 1.43705 -5.41237 0.05071
N -0.20364 0.55142 2.24164
C -0.20751 1.81438 2.94918
C -0.28408 1.83576 4.33461
C -0.28021 3.04029 5.01966
C -0.18349 4.23149 4.31887
C -0.10944 4.21688 2.93496
C -0.14148 3.01445 2.23253
P -0.05742 2.93147 0.40263
C -1.81420 2.61490 -0.05544
C -2.06901 2.55251 -1.43293
C -3.33324 2.23686 -1.90665
C -4.35808 1.96018 -1.00576
C -4.11673 2.02782 0.35780
C -2.84866 2.35024 0.83670
C 0.10536 4.68101 -0.08918
C -0.98564 5.55193 -0.08324
C -0.80540 6.88654 -0.40575
C 0.45859 7.36099 -0.73215
C 1.54374 6.49874 -0.74112
C 1.36935 5.15935 -0.42532
H -0.64644 -0.15296 2.82170
H 0.76090 0.24018 2.12783
H -0.33918 0.90148 4.88200
H -0.33252 3.04469 6.09998
H -0.17268 5.17459 4.84830
H -0.03148 5.15339 2.40102
H -1.27424 2.81026 -2.13045
H -3.52325 2.21617 -2.97189
H -5.34362 1.70454 -1.37064
H -4.92130 1.83555 1.05547
H -2.67917 2.41795 1.90442
H -1.97151 5.19116 0.17833
H -1.65346 7.55875 -0.39869
H 0.59369 8.40456 -0.98315
H 2.52711 6.86887 -0.99904
H 2.21566 4.48282 -0.44005
*
```

Frontier orbital gap ... 7.78 eV
LUMO level ... -0.123 Eh
Relative energy (zero: lowest compared OMol25 entry of this formula, charge and spin) ... 0.1016 eV
Total energy ... -99370.053 eV

=====

Entry 2:
C24H16ClNiO24P | wB97M-V/def2-TZVPD

ORCA input file:
```
! wB97M-V def2-TZVPD RIJCOSX def2/J DEFGRID3
* xyz -1 4
Ni 1.34302 -0.15433 -0.67028
Cl 2.22609 -1.30265 -3.74763
O 1.84020 0.09626 -3.60091
O 1.38180 -1.97099 -4.63791
O 3.53418 -1.37124 -4.11398
O 2.11378 -1.92821 -2.46205
P 3.34363 1.14399 0.35959
O 3.19269 0.27807 -0.87121
O 4.73765 0.59083 0.54609
O 2.01319 0.64585 0.96204
O 3.50935 2.32854 -0.52435
C -3.95028 -2.24176 -1.73586
C -2.98787 -1.32482 -1.61111
C -1.49769 -1.71836 -1.41538
O -0.56156 -0.95417 -1.38334
C -1.32137 -3.15980 -1.36622
C -2.30674 -4.05624 -1.40195
C -3.74593 -3.69508 -1.61510
O -4.64818 -4.51925 -1.67409
O -2.14123 -5.32052 -1.19718
O -3.16813 0.00435 -1.46656
H -4.97665 -1.90650 -1.75975
H -0.29728 -3.50076 -1.40350
H -3.02989 -5.68311 -1.21729
H -4.08901 0.18164 -1.67187
C -1.01144 3.12424 -2.51317
C -1.52841 4.21886 -3.04745
C -0.68519 5.48326 -3.28906
O -1.20050 6.45247 -3.78720
C 0.73100 5.32287 -2.86684
C 1.18864 4.23432 -2.22866
C 0.34202 3.01629 -1.96630
O 0.78240 1.94451 -1.40391
O 2.47788 4.15501 -1.76977
O -2.83280 4.31122 -3.36910
H -1.63278 2.29777 -2.20130
H 1.39989 6.15443 -3.03263
H 2.63545 3.33400 -1.29784
H -3.07139 5.24081 -3.39224
C 2.47400 -4.06998 1.34914
C 3.04895 -4.83332 2.34439
C 3.49357 -4.38542 3.76244
O 3.89124 -5.18139 4.64690
C 3.24848 -2.91410 3.80961
C 2.61714 -2.12140 2.86718
C 2.08176 -2.65003 1.57288
O 1.46247 -2.07152 0.64533
O 2.31507 -0.78986 3.09981
O 3.34463 -6.09342 2.04284
H 2.24563 -4.53543 0.40171
H 3.59036 -2.47933 4.73724
H 2.38650 -0.31316 2.26960
H 3.70938 -6.47899 2.84277
C -1.17874 2.39846 3.93076
C -0.60006 1.81880 2.83220
C -1.40662 1.39261 1.60421
O -0.85809 0.62793 0.72602
C -2.84620 1.73440 1.68074
C -3.38169 2.32438 2.78158
C -2.60674 2.81534 3.95884
O -3.12860 3.43026 4.87076
O -4.75979 2.72065 2.78065
O 0.72840 1.65240 2.88962
H -0.58597 2.46055 4.83141
H -3.46695 1.54689 0.81708
H -4.94478 2.98968 3.68343
H 1.01778 1.25325 2.06589
*
```

Frontier orbital gap (alpha / beta) ... 6.37 / 6.23 eV
LUMO level (alpha / beta) ... -0.009 / -0.009 Eh
Total energy ... -137131.344 eV

=====

Entry 3:
C24H16MnN4O2S5 | wB97M-V/def2-TZVPD

ORCA input file:
```
! wB97M-V def2-TZVPD RIJCOSX def2/J DEFGRID3
* xyz -2 6
Mn 0.99152 1.90480 0.54697
O -0.06123 -2.95189 2.89701
C 0.29494 -3.54065 1.74428
C 0.29728 -4.93122 1.72294
C 0.65811 -5.64479 0.58862
C 1.03280 -4.93924 -0.54381
C 1.02913 -3.54960 -0.53572
C 0.64666 -2.78341 0.58284
C 0.59591 -1.31763 0.66162
O 0.59890 -0.38377 -0.38255
N 0.45088 -0.76886 1.83627
N 0.45327 0.53664 1.93949
C -0.00882 1.04704 3.16661
C -0.14680 2.39149 3.25730
C -0.66884 3.05429 4.43551
C -0.79273 4.39830 4.47272
C -0.42139 5.17974 3.32465
C 0.04913 4.51715 2.22668
N 0.21081 3.17519 2.12445
H 0.09250 -1.96163 2.75052
H 0.00353 -5.43509 2.63772
H 0.64619 -6.72958 0.59536
H 1.34313 -5.46281 -1.44195
H 1.33975 -3.06469 -1.44199
H -0.32583 0.37095 3.95230
H -0.95871 2.43732 5.28145
H -1.18047 4.88389 5.36440
H -0.50533 6.26014 3.30765
H 0.31404 5.09440 1.34993
S 1.76563 7.59281 -0.60201
C 1.72844 5.96285 -0.91596
S 2.63304 4.79919 -0.06857
C 2.01428 3.29126 -0.81785
C 1.31146 3.55940 -1.99620
S 0.95213 2.60030 -3.35064
S 0.73857 5.23084 -2.10820
S 3.06747 1.89737 -0.47550
C 0.76123 -0.66881 -1.75388
C -0.42579 -1.30924 -2.40341
C -1.56221 -1.68694 -1.70207
C -2.64110 -2.25024 -2.36507
C -2.60045 -2.43482 -3.73989
C -1.47640 -2.03266 -4.45267
C -0.40162 -1.47459 -3.78642
C -3.72168 -3.03804 -4.43102
N -4.60768 -3.51807 -4.97788
H 0.91355 0.29868 -2.22558
H 1.68213 -1.21602 -1.93495
H -1.60377 -1.54186 -0.62975
H -3.52097 -2.55498 -1.81352
H -1.45638 -2.15021 -5.52848
H 0.47179 -1.14271 -4.34173
*
```

Frontier orbital gap (alpha / beta) ... 4.43 / 4.65 eV
LUMO level (alpha / beta) ... 0.156 / 0.156 Eh
Relative energy (zero: lowest compared OMol25 entry of this formula, charge and spin) ... 2.7664 eV
Total energy ... -120700.765 eV

=====

Entry 4:
C24H17AsN2PtS4 | wB97M-V/def2-TZVPD

ORCA input file:
```
! wB97M-V def2-TZVPD RIJCOSX def2/J DEFGRID3
* xyz 2 1
Pt 1.10353 0.22789 1.02309
S 1.17699 -0.14156 3.75982
S 1.79191 1.52089 4.45364
S 2.37862 2.82560 3.08156
S 2.31938 2.17920 1.22279
N 7.74395 -2.64782 -0.52268
C 6.68642 -2.27520 -0.27887
C 5.36700 -1.80344 0.02927
C 4.57908 -1.21629 -0.95704
C 3.32957 -0.74752 -0.61664
N 2.84528 -0.84336 0.63467
C 3.59446 -1.42804 1.57790
C 4.85475 -1.92374 1.31625
H 4.93364 -1.12323 -1.97334
H 2.68233 -0.29347 -1.35421
H 3.16023 -1.51295 2.56318
H 5.42499 -2.39328 2.10473
C -5.22625 -2.27542 0.78781
C -4.29354 -2.32235 1.81693
C -2.98783 -1.92174 1.58459
C -2.64552 -1.45594 0.32015
C -3.55956 -1.41957 -0.72397
C -4.86155 -1.83046 -0.47532
As -0.87478 -0.77309 0.01890
C -0.74698 -0.07014 -1.77241
C -0.62672 -0.78886 -2.94609
C -0.48982 -0.09591 -4.14755
C -0.46297 1.29001 -4.15675
C -0.57244 2.00774 -2.97142
C -0.71510 1.33355 -1.76626
C -0.86239 1.97740 -0.44788
C -1.01367 3.32991 -0.21427
C -1.25136 3.78417 1.08325
C -1.36926 2.91271 2.16225
C -1.23458 1.55185 1.94926
C -0.92806 1.07583 0.65837
H -6.24191 -2.59916 0.97008
H -4.58033 -2.68221 2.79548
H -2.25307 -1.98497 2.37894
H -3.27946 -1.07036 -1.70926
H -5.58976 -1.80499 -1.27441
H -0.64477 -1.87163 -2.94842
H -0.40849 -0.64513 -5.07573
H -0.35926 1.81932 -5.09402
H -0.55296 3.08933 -3.00016
H -0.97970 4.04342 -1.02619
H -1.37994 4.84671 1.24812
H -1.60013 3.29351 3.14776
H -1.37997 0.85276 2.76406
*
```

Frontier orbital gap (alpha / beta) ... 5.53 / 5.53 eV
LUMO level (alpha / beta) ... -0.329 / -0.329 Eh
Relative energy (zero: lowest compared OMol25 entry of this formula, charge and spin) ... 1.7166 eV
Total energy ... -135554.378 eV

=====

Entry 5:
C24H17BrCl5N3O3Ru | wB97M-V/def2-TZVPD

ORCA input file:
```
! wB97M-V def2-TZVPD RIJCOSX def2/J DEFGRID3
* xyz 1 2
Ru 0.09800 -0.53540 -0.33710
Cl -5.11680 -1.62810 4.60730
C -3.71010 -1.56850 3.64370
C -2.69650 -2.51680 3.81580
C -1.57520 -2.44140 3.02380
C -1.41680 -1.44930 2.02920
O -0.36420 -1.49020 1.30500
C -2.47160 -0.45880 1.85170
C -2.42890 0.58870 0.90330
N -1.51570 0.76250 -0.04620
C -1.47000 1.82310 -0.88990
C -2.31250 2.95420 -0.85860
C -2.13210 3.99090 -1.75370
C -1.13080 3.95780 -2.71160
C -0.25520 2.85960 -2.78300
C 0.81810 2.76830 -3.69570
C 1.65840 1.67800 -3.64150
C 1.42130 0.66680 -2.71960
N 0.38680 0.70780 -1.87350
C -0.42930 1.78560 -1.87090
C -3.59180 -0.56710 2.68670
H -2.78760 -3.30160 4.54730
H -0.77620 -3.16090 3.11770
H -3.25850 1.28850 0.93750
H -3.08730 3.02960 -0.11430
H -2.77670 4.85480 -1.69080
H -0.99960 4.78240 -3.39270
H 0.98100 3.55810 -4.41010
H 2.50170 1.59000 -4.30600
H 2.08270 -0.18750 -2.64950
H -4.39150 0.14930 2.58730
Cl 1.36770 -2.51670 -1.45350
C 2.22060 -3.47890 -0.24290
Cl 1.35310 -4.99090 0.07480
H 2.27520 -2.88260 0.66950
H 3.21010 -3.71040 -0.63720
Br -3.20130 -5.08330 0.99690
C -3.12300 -3.54910 -0.10150
C -4.27960 -2.90620 -0.52290
C -4.14270 -1.80010 -1.34500
C -2.87360 -1.36600 -1.68680
N -1.76840 -1.96420 -1.24650
C -1.88600 -3.05330 -0.49290
H -5.25180 -3.27560 -0.23730
H -5.01340 -1.28630 -1.71860
H -2.73900 -0.52010 -2.35060
H -0.97380 -3.56100 -0.20120
Cl 4.44440 0.34480 2.31810
C 3.44450 1.42550 1.35440
Cl 4.27780 1.90080 -0.14290
C 2.17920 0.71330 0.87720
O 1.12830 1.36640 0.84050
O 2.26440 -0.46890 0.48480
H 3.19890 2.32810 1.91850
*
```

Frontier orbital gap (alpha / beta) ... 6.10 / 6.10 eV
LUMO level (alpha / beta) ... -0.167 / -0.167 Eh
Relative energy (zero: lowest compared OMol25 entry of this formula, charge and spin) ... 1.9421 eV
Total energy ... -171008.226 eV

=====

Entry 6:
C24H17IrN4O6S5 | wB97M-V/def2-TZVPD

ORCA input file:
```
! wB97M-V def2-TZVPD RIJCOSX def2/J DEFGRID3
* xyz 1 2
Ir 0.04397 0.18232 -0.04718
O 1.93555 2.79802 2.84177
C 1.30805 1.92949 2.08266
O 1.27923 2.00683 0.86098
C 0.63075 0.82631 2.81119
C 0.63041 0.60614 4.16898
C 0.01061 -0.55480 4.64644
C -0.56644 -1.44388 3.75618
C -0.53390 -1.13375 2.40273
N 0.03586 -0.02330 1.97392
C -1.11388 -1.97115 1.28063
O -1.49276 -3.08970 1.47798
O -1.18218 -1.33276 0.11562
H 2.35030 3.47448 2.28120
H 1.11818 1.31093 4.82705
H -0.01102 -0.75611 5.70846
H -1.02880 -2.37103 4.06584
O 1.39240 -2.51477 -4.54144
C 2.10526 -3.11397 -3.57591
C 2.87501 -4.21511 -3.95588
C 3.62572 -4.89854 -3.02680
C 3.63514 -4.50840 -1.68362
C 2.89157 -3.42148 -1.30212
C 2.11607 -2.70399 -2.22977
C 1.35507 -1.56441 -1.74281
O 1.32421 -1.34902 -0.46946
N 0.73852 -0.77925 -2.64297
N 0.08434 0.21437 -2.01729
C -0.47109 1.21245 -2.60671
C -1.20151 2.12261 -1.71657
C -1.83867 3.26809 -2.15483
C -2.53509 4.05023 -1.24689
C -2.59586 3.65806 0.08032
C -1.93292 2.50640 0.46084
N -1.23848 1.76518 -0.40333
H 0.94681 -1.73333 -4.16679
H 2.86138 -4.50372 -4.99814
H 4.21741 -5.74739 -3.34494
H 4.21768 -5.05878 -0.95697
H 2.88643 -3.08242 -0.27606
H -0.40993 1.34034 -3.67939
H -1.77966 3.54044 -3.19961
H -3.02789 4.95647 -1.57157
H -3.14203 4.23083 0.81556
H -1.95356 2.15476 1.48418
C 5.94715 -0.65904 3.58545
S 6.26442 -2.40718 3.86834
C 4.87481 -3.30795 3.40855
C 3.67156 -2.94997 2.77410
S 3.15361 -1.46616 2.21609
S 2.57149 -4.30042 2.53425
C 3.55298 -5.57334 3.17973
S 3.13435 -7.13316 3.21567
S 5.06618 -4.98431 3.81480
H 6.80847 -0.17023 4.03910
H 5.03285 -0.34566 4.07731
H 5.90249 -0.43649 2.52473
*
```

Frontier orbital gap (alpha / beta) ... 5.96 / 6.09 eV
LUMO level (alpha / beta) ... -0.148 / -0.163 Eh
Relative energy (zero: lowest compared OMol25 entry of this formula, charge and spin) ... 0.5413 eV
Total energy ... -100419.158 eV